Computed, not measured: a cluster of 12 separate species, C4H30NO14 in total, with ωB97M-V/def2-TZVPD.

XYZ file:
```
49
Properties=species:S:1:pos:R:3:mulliken_charge:R:1
C 0.9648 -0.0658 -0.5009 -0.534
C 0.1894 -1.0899 0.3542 0.507
C -1.2493 -1.2419 -0.0952 -1.083
O 0.9144 -2.3191 0.3037 -0.731
N 0.3966 1.2626 -0.5978 0.022
C -0.5626 1.4490 -1.6532 0.394
O -1.4883 2.2733 -1.4036 -0.976
O -0.2551 0.9326 -2.7436 -0.776
H 1.9128 -0.0478 0.0225 -0.052
H 1.1349 -0.4891 -1.4762 0.511
H 0.2788 -0.7974 1.4073 0.116
H -1.2650 -1.7813 -1.0369 0.103
H -1.7964 -0.3139 0.0620 0.238
H -1.8307 -1.8847 0.5727 0.453
H 1.1238 -2.5850 -0.6143 0.520
H 0.0331 1.5127 0.3114 0.324
H -3.6692 2.1078 0.1064 0.317
H -2.1406 2.0217 0.1453 0.302
O -2.9462 1.9931 0.7713 -0.714
H -3.2516 1.7733 -1.8324 0.400
H -3.6869 0.4452 -2.2723 0.307
O -4.0702 1.2564 -1.9901 -0.707
H 1.3406 -2.4485 -2.6148 0.428
H 2.7116 -2.4622 -1.9697 0.465
O 1.9187 -3.0612 -2.0811 -0.825
H 3.3818 1.7418 1.4283 0.327
H 2.2234 1.4847 2.3149 0.352
O 3.1196 1.1189 2.1175 -0.743
H 2.4841 -1.9684 1.3993 0.407
H 3.2989 -0.6355 1.7959 0.428
O 3.3723 -1.5956 1.5997 -0.819
H -0.1330 -1.9678 -3.9966 0.222
H -0.0287 -0.4431 -3.2177 0.429
O -0.0961 -1.4281 -3.1871 -0.638
H -1.7585 2.4097 2.2624 0.289
H -1.0643 1.3705 3.2824 0.420
O -0.9122 2.0735 2.5968 -0.654
H -4.3235 -0.3931 2.3411 0.303
H -3.9841 1.0603 2.0066 0.358
O -4.1014 0.4529 2.7608 -0.624
H 4.0889 -0.7162 -1.5197 0.319
H 3.8332 -1.5005 -0.1598 0.417
O 3.9549 -1.6102 -1.1258 -0.765
H -1.8351 -0.6086 3.6848 0.329
H -2.0083 0.2338 5.0211 0.296
O -1.4080 -0.0275 4.3290 -0.670
H 2.2689 1.8066 -1.5913 0.348
H 2.1207 1.2779 -3.0016 0.326
O 2.7990 1.4243 -2.3156 -0.665
```

Summary:
* F_max: 2.374 eV/A
* orbital gap: 8.9789 eV
* total charge: -1
* relative energy (zero: lowest compared OMol25 entry of this formula, charge and spin): 70.62 kJ/mol

Computed, not measured: a cluster of 4 separate species, CH9NO3 in total, with ωB97M-V/def2-TZVPD.

XYZ file:
```
14
Properties=species:S:1:pos:R:3:mulliken_charge:R:1
C 0.4026 -2.2530 1.6335 -0.309
N 0.1349 -1.1049 1.2006 -0.405
H -0.4298 -2.9726 1.6782 0.215
H 1.3432 -2.7886 1.7775 0.238
H 0.8873 -0.4221 1.2505 0.224
O 1.7553 1.2888 0.2670 -0.646
H 1.1938 1.5245 -0.5132 0.355
H 2.2288 2.1014 0.4766 0.306
O -2.0708 0.0183 -0.3082 -0.683
H -2.3022 -0.8841 -0.5616 0.297
H -1.4565 -0.1044 0.4401 0.433
O -0.0986 1.4795 -2.2322 -0.715
H -0.3395 0.7296 -1.6317 0.365
H -0.9943 1.7403 -2.5407 0.326
```

Summary:
* F_max: 2.008 eV/A
* orbital gap: 11.1801 eV
* SMILES string: C=N.O.O.O
* total charge: 0
* relative energy (zero: lowest compared OMol25 entry of this formula, charge and spin): 63.97 kJ/mol

Computed, not measured: a structure of composition C28H29F3IMnNO9S3, with ωB97M-V/def2-TZVPD.

XYZ file:
```
75
Properties=species:S:1:pos:R:3:mulliken_charge:R:1
Mn -0.6744 0.5584 0.2473 2.138
O 0.8836 0.8081 -2.9179 -0.098
S 1.4463 0.4752 -4.2598 -0.175
C 2.5096 -0.9947 -4.0873 0.041
C 1.8380 -2.3127 -3.7254 -1.261
C 1.0851 -2.3686 -2.3895 0.956
C 1.9071 -2.8216 -1.1809 -1.153
S 2.2586 -1.5353 0.0497 -0.287
O 1.0019 -0.7206 0.1254 -0.198
C 3.4465 -0.5715 -0.8680 0.853
C 3.1555 0.7389 -1.1931 -0.425
C 4.1128 1.4864 -1.8695 -0.875
C 5.3309 0.9217 -2.2101 -0.628
C 5.6173 -0.3949 -1.8586 -0.628
C 4.6781 -1.1447 -1.1729 -0.475
C 0.1079 -0.2809 -5.1819 0.484
C 0.2659 -0.5650 -6.5317 -0.320
C -0.7774 -1.1612 -7.2230 -0.593
C -1.9676 -1.4558 -6.5677 -0.571
C -2.1198 -1.1476 -5.2234 -0.976
C -1.0794 -0.5514 -4.5222 0.172
H 3.2603 -0.6760 -3.3598 -0.423
H 3.0095 -1.0758 -5.0567 0.667
H 2.6048 -3.0935 -3.7505 0.600
H 1.1364 -2.5630 -4.5235 0.330
H 0.2625 -3.0763 -2.4999 0.610
H 0.6263 -1.4031 -2.1729 -1.031
H 2.8734 -3.2517 -1.4516 0.596
H 1.3718 -3.5723 -0.5974 0.386
H 2.1986 1.1696 -0.9437 0.528
H 3.8964 2.5167 -2.1179 0.516
H 6.0715 1.5095 -2.7366 0.403
H 6.5766 -0.8294 -2.1066 0.402
H 4.9097 -2.1602 -0.8726 0.445
H 1.1925 -0.3225 -7.0399 0.415
H -0.6655 -1.3907 -8.2744 0.405
H -2.7805 -1.9190 -7.1113 0.414
H -3.0497 -1.3692 -4.7150 0.514
H -1.1789 -0.2862 -3.4762 0.189
F -0.9604 3.6809 2.4627 -0.175
C 0.3352 3.9492 2.2985 0.583
F 0.8707 4.2092 3.4910 -0.219
F 0.4439 5.0439 1.5376 -0.228
S 1.2005 2.5329 1.5088 1.247
O 2.5539 2.9731 1.3422 -0.622
O 0.4582 2.3982 0.2257 -0.695
O 0.9406 1.4007 2.3634 -0.673
C -1.4023 3.8566 -3.9731 -0.944
N -1.9569 2.7739 -3.1879 0.403
C -3.2099 2.1939 -3.6341 -0.961
C -1.3297 2.3254 -2.1050 0.151
O -1.7413 1.3752 -1.4251 -0.840
H -2.0977 4.6969 -4.0122 0.338
H -1.2037 3.5197 -4.9929 0.289
H -0.4685 4.1907 -3.5258 0.289
H -3.9829 2.9637 -3.6630 0.362
H -3.5056 1.4141 -2.9381 0.211
H -3.0932 1.7712 -4.6338 0.339
H -0.4181 2.8634 -1.8392 0.289
I -7.2077 1.8617 6.3042 0.060
C -5.9130 1.3484 4.7451 0.036
C -4.6023 1.8003 4.7708 -0.544
C -3.7477 1.4549 3.7342 -0.389
C -4.2006 0.6673 2.6828 0.007
C -5.5167 0.2236 2.6732 -0.290
C -6.3809 0.5604 3.7034 -0.539
C -3.2765 0.2888 1.5533 0.560
O -3.6966 -0.4106 0.6279 -0.701
O -2.0730 0.7170 1.6712 -0.929
H -4.2499 2.4131 5.5890 0.388
H -2.7200 1.7919 3.7300 0.388
H -5.8500 -0.3896 1.8467 0.451
H -7.4052 0.2139 3.6969 0.366
O -2.2818 -2.4271 -1.0480 -0.233
C -1.7926 -1.5003 -0.6404 0.276
```

Summary:
* F_max: 0.212 eV/A
* orbital gap (spin up / spin down): 8.3031 / 8.3059 eV
* total charge: 0
* 2S+1: 6
* relative energy (zero: lowest compared OMol25 entry of this formula, charge and spin): 19.16 kJ/mol

Computed, not measured: an isolated molecule of C5H9NO, with ωB97M-V/def2-TZVPD.

XYZ file:
```
16
Properties=species:S:1:pos:R:3:mulliken_charge:R:1
C 1.1828 1.0368 -0.6836 -1.316
C -0.1511 0.9859 0.0455 -0.155
O -1.2366 1.2822 -0.8099 -0.540
C -0.4265 -0.3378 0.7833 0.732
C -0.8782 -1.5086 -0.1140 -1.338
C 0.7494 -0.7083 1.5819 0.000
N 1.7108 -0.9878 2.1653 -0.475
H 2.0186 0.8298 -0.0088 0.425
H 1.3171 2.0352 -1.1054 0.354
H 1.2241 0.3091 -1.5036 0.313
H -0.1602 1.7848 0.7960 0.334
H -1.0898 0.8225 -1.6386 0.361
H -1.2336 -0.1252 1.4899 0.277
H -1.6481 -2.0966 0.3912 0.361
H -0.0566 -2.1847 -0.3547 0.354
H -1.3222 -1.1374 -1.0346 0.313
```

Summary:
* F_max: 1.286 eV/A
* orbital gap: 11.5204 eV
* SMILES string: C[C@@H](O)[C@@H](C)C#N
* total charge: 0
* relative energy (zero: lowest compared OMol25 entry of this formula, charge and spin): 104.81 kJ/mol

Computed, not measured: a structure of composition C21H22AsBaCl2F10N3O10S3, with ωB97M-V/def2-TZVPD.

XYZ file:
```
73
Properties=species:S:1:pos:R:3:mulliken_charge:R:1
Ba 1.1220 -0.5978 0.1114 2.619
C -3.5451 -2.1051 0.9690 -1.004
C -4.0553 -1.0824 -0.0516 -0.918
N -3.1935 0.0779 -0.1633 1.345
C -3.1815 0.7115 -1.4714 -0.392
C -4.5347 1.2847 -1.9273 -1.296
C -3.2824 1.0022 0.9528 -1.432
C -1.9309 1.3497 1.5985 -0.300
N -1.2998 0.1705 2.1623 0.455
C -1.0665 0.0294 3.4406 0.039
C -0.4570 -1.2014 3.8768 0.119
F -0.1537 -2.1187 2.9235 -0.415
C -0.1725 -1.5130 5.1745 0.459
F 0.3933 -2.7115 5.4564 -0.373
C -0.4635 -0.6582 6.2324 -0.840
C -1.0486 0.5422 5.8686 0.306
F -1.3626 1.4205 6.8564 -0.380
C -1.3434 0.8847 4.5717 0.157
F -1.9223 2.1143 4.4090 -0.385
H -3.9668 -3.0933 0.7667 0.429
H -3.8105 -1.8132 1.9856 0.345
H -2.4617 -2.1359 0.9088 0.004
H -5.0926 -0.7967 0.2088 0.269
H -4.0961 -1.5518 -1.0365 0.567
H -2.8275 -0.0114 -2.2060 0.274
H -2.4331 1.5057 -1.4481 0.102
H -5.2879 0.4953 -1.9843 0.259
H -4.4343 1.7321 -2.9185 0.459
H -4.8982 2.0493 -1.2370 0.275
H -3.9171 0.5641 1.7292 0.338
H -3.7490 1.9472 0.6321 0.361
H -2.1290 2.1394 2.3233 0.411
H -1.2690 1.7412 0.8213 -0.370
H -0.2352 -0.9060 7.2566 0.456
F 3.0725 -1.5040 3.4665 -0.259
C 3.6443 -0.3030 3.2911 0.584
F 3.1905 0.5110 4.2487 -0.223
F 4.9655 -0.4470 3.4774 -0.243
S 3.2460 0.3446 1.5748 1.316
O 1.8245 0.4405 1.7324 -0.726
O 4.0677 1.5074 1.5354 -0.783
N 3.8584 -0.8892 0.8459 -0.515
S 3.3552 -2.2110 0.2492 0.534
O 4.1775 -3.3056 0.6762 -0.601
O 1.9496 -2.4952 0.3653 -0.814
C 3.9956 -2.1612 -1.5447 0.742
F 4.0374 -1.0150 -2.2109 -0.202
F 5.2873 -2.5442 -1.4271 -0.280
F 3.3840 -3.0900 -2.2867 -0.195
O 1.9719 -0.9357 -4.4642 -0.758
As 1.1172 -0.2008 -3.0047 1.348
O -0.4574 -0.2391 -3.4489 -0.840
O 1.5044 -1.3100 -1.8661 -0.571
C 1.8146 1.5937 -3.3481 -0.653
C 2.0296 1.9848 -4.6613 -0.636
C 2.3418 3.3105 -4.9301 -0.554
C 2.4288 4.2426 -3.9016 -0.536
C 2.2370 3.8466 -2.5861 -0.566
C 1.9315 2.5246 -2.3326 0.134
S 1.7311 1.8250 -0.7153 1.602
O 1.7836 2.8858 0.2462 -0.808
O 2.8097 0.8386 -0.6788 -0.804
O 0.4153 1.1898 -0.8388 -0.775
H 2.3301 -1.7550 -4.0953 0.285
H 1.9565 1.2428 -5.4444 0.508
H 2.5131 3.6215 -5.9535 0.382
H 2.6541 5.2783 -4.1234 0.367
H 2.3155 4.5368 -1.7556 0.545
Cl -1.7171 -4.6253 -3.6653 -0.238
C -1.5390 -3.2217 -2.6101 0.637
Cl -0.5242 -3.5808 -1.1943 -0.086
H -2.5254 -2.9550 -2.2581 -0.083
H -1.0727 -2.4021 -3.1550 -0.178
```

Summary:
* F_max: 14.270 eV/A
* orbital gap: 5.4592 eV
* total charge: -2
* relative energy (zero: lowest compared OMol25 entry of this formula, charge and spin): 649.55 kJ/mol

Number 1: total energy -34794.9068 eV. Number 2: total energy -8814.9442 eV. Number 3: total energy -129505.7155 eV. Number 4: total energy -8868.1263 eV. Number 5: total energy -193331.4019 eV.